No. 1
A cluster of 5 separate species, C42H54B2Br2NO8PS2 in total in a non-equilibrium geometry. Source: OMol25; level of theory: ωB97M-V/def2-TZVPD.

The geometry in XYZ format:
```
112
Properties=species:S:1:pos:R:3:forces:R:3:mulliken_charge:R:1
C -3.945832 -6.496325 0.976703 5.672 1.284 -3.721 -0.298
C -2.911461 -6.359810 0.158261 -4.439 -0.344 3.965 -0.305
C -1.670979 -6.076199 -0.857124 -1.808 -0.329 -0.143 -0.453
C -1.500815 -4.453492 -1.095824 -0.894 -0.859 -0.147 -0.198
C 0.010823 -4.038702 -0.751749 0.049 -1.821 -0.849 -1.956
C 0.384020 -2.528033 -0.413917 0.751 0.438 2.047 1.544
B -0.217709 -2.245578 1.120076 -0.741 1.258 1.904 0.516
C -1.124606 -3.295139 1.990555 -0.333 -0.843 1.022 -0.386
O 0.081445 -1.001138 1.855273 -0.334 -2.365 -1.197 -0.804
C -0.254343 -1.336051 -1.311721 0.097 0.471 0.543 0.418
S -2.030581 -1.156622 -0.608780 -0.397 -0.035 0.084 -0.316
B -0.622283 -1.681571 -2.871850 -1.511 0.492 -1.988 -0.084
O -1.773450 -0.953404 -3.459608 1.447 -2.081 1.424 -0.581
C -0.018332 -2.761216 -3.894320 0.105 -0.863 -1.259 -0.012
C 0.576067 -2.082017 -5.277987 0.466 -0.876 -0.142 -0.764
C 0.420935 0.138916 -1.115874 -1.838 0.117 -0.256 -0.248
C 0.300910 1.157713 -2.356605 0.045 2.153 1.130 -1.528
O 1.253866 0.987904 -3.439666 -1.263 2.019 -0.707 0.217
C 1.056040 2.180479 -4.269572 -3.272 0.443 -3.176 0.556
C 1.991415 3.474792 -4.045903 0.303 -1.258 1.104 -0.832
O 0.114480 2.196590 -5.135051 4.557 -0.345 4.216 -0.560
S 2.111029 0.202053 -0.363247 4.458 6.459 2.956 1.706
O 3.213616 0.778917 -1.236325 -3.100 -2.876 0.940 -0.672
O 2.076650 1.168542 0.838955 -1.147 -3.752 -3.271 -0.781
O 2.588648 -1.242079 0.237923 -1.458 1.412 0.219 -0.326
C 2.014579 -2.459459 -0.226570 0.905 -1.821 -1.720 0.322
C 2.640703 -3.692152 0.642485 0.520 -0.258 3.048 -0.909
Br 3.139917 -5.420773 -0.296343 -0.673 1.594 0.655 -0.084
C 2.937423 -3.700875 2.036673 -0.966 0.966 -2.535 -0.027
C 2.699076 -2.456701 2.997054 0.965 -0.201 1.832 -0.625
Br 3.713306 -5.350209 2.907371 -0.858 1.964 -0.708 -0.195
P 2.955587 -2.792335 -1.906693 1.310 -1.323 -1.573 0.220
N 4.672648 -2.639071 -1.393054 -1.299 0.531 -1.233 -0.379
O 2.738594 -1.545455 -3.042468 1.286 0.070 1.278 -0.395
H -4.725501 -6.451534 1.834732 1.851 -0.250 -2.204 0.316
H -1.986853 -6.581883 -1.857140 0.598 0.880 1.759 0.376
H -0.695239 -6.588562 -0.535149 -1.612 0.808 -0.110 0.329
H -2.319080 -3.974709 -0.449572 1.558 -0.486 -0.928 0.243
H -1.820448 -4.295208 -2.200759 0.814 0.062 1.816 0.083
H 0.258298 -4.773313 0.127681 -0.145 1.951 -1.344 0.662
H 0.669668 -4.462447 -1.621287 -1.165 0.961 1.494 0.460
H -1.210128 -2.963753 3.110643 0.191 -0.441 -1.916 0.249
H -0.675832 -4.371700 2.047250 -0.939 1.801 -0.248 0.200
H -2.234464 -3.363691 1.631154 2.106 -0.010 0.512 -0.135
H -0.166199 -1.097927 2.803442 0.060 0.097 -1.185 0.284
H -2.122923 -0.118369 0.289405 0.892 -0.471 -0.545 0.183
H -2.408503 -1.643465 -3.770298 0.809 0.969 -0.138 0.338
H 0.780555 -3.484134 -3.529687 -1.132 0.996 -0.227 0.080
H -0.911543 -3.420718 -4.269006 1.410 1.064 0.862 0.423
H 1.688451 -2.426854 -5.365899 -1.999 0.971 0.217 0.219
H 0.497257 -0.935033 -5.278298 0.116 -1.879 -0.129 0.072
H 0.046686 -2.566757 -6.198142 0.778 1.195 1.669 0.270
H -0.236495 0.668972 -0.304410 1.783 -0.974 -1.261 0.431
H 0.550219 2.210468 -1.898467 -0.435 -1.831 -0.435 0.681
H -0.790486 1.299829 -2.752730 1.838 -1.024 0.764 0.251
H 1.364782 4.338001 -3.585211 0.975 -1.581 -0.987 0.247
H 2.804770 3.157404 -3.273815 -1.350 0.736 -1.423 0.199
H 2.476975 3.783771 -5.039221 -0.953 -0.508 1.534 0.320
H 3.291140 -2.677886 3.983764 -1.051 0.241 -1.836 0.470
H 3.161381 -1.447554 2.642050 -1.196 -1.974 0.130 0.157
H 1.602516 -2.324207 3.375784 2.004 -0.355 -1.143 0.067
H 5.263398 -3.183882 -2.064809 -0.802 0.671 0.867 0.303
H 4.972548 -1.648075 -1.412731 -0.024 -0.713 0.279 0.110
H 3.619287 -1.109329 -3.230210 -1.556 -0.280 0.519 0.289
C -1.511086 4.555945 -0.843940 0.031 0.147 0.020 -0.250
C -1.306500 5.023272 0.451299 0.015 0.015 -0.053 -0.547
C -1.180301 6.389468 0.687208 0.022 -0.008 -0.138 -0.545
C -1.268564 7.289591 -0.371850 -0.014 -0.128 0.004 -0.327
C -1.476871 6.822302 -1.666686 0.016 -0.043 0.064 -0.471
C -1.593861 5.455484 -1.903899 0.028 0.002 0.077 -0.460
H -1.606142 3.490101 -1.028126 -0.021 0.083 0.013 0.471
H -1.244500 4.321882 1.277839 0.024 0.073 -0.081 0.415
H -1.014147 6.753233 1.696206 -0.022 -0.039 -0.089 0.455
H -1.175038 8.355175 -0.187353 0.001 -0.103 -0.023 0.409
H -1.547285 7.524303 -2.491975 0.008 -0.082 0.088 0.378
H -1.750801 5.091017 -2.914192 -0.007 0.028 0.080 0.478
C 9.346379 -0.412440 -1.885102 -0.065 0.013 0.063 -0.340
C 9.789006 -0.440244 -0.565564 -0.086 0.031 -0.025 -0.402
C 8.906305 -0.152331 0.471968 -0.067 0.000 -0.127 -0.405
C 7.577452 0.154068 0.190184 0.079 -0.035 -0.031 -0.509
C 7.133951 0.178245 -1.129119 0.052 -0.048 -0.021 -0.252
C 8.018832 -0.100672 -2.167335 0.049 -0.040 0.134 -0.539
H 10.035676 -0.633654 -2.693958 -0.065 0.024 0.082 0.357
H 10.823399 -0.685815 -0.345434 -0.108 0.034 -0.026 0.351
H 9.253365 -0.167594 1.500139 -0.037 -0.008 -0.099 0.362
H 6.887907 0.373800 0.999127 0.050 -0.017 -0.098 0.392
H 6.096716 0.415875 -1.348577 0.066 0.071 0.059 0.641
H 7.673955 -0.076361 -3.196179 0.035 0.004 0.078 0.359
C -4.099545 -1.653805 4.207232 -0.072 -0.110 -0.028 -0.350
C -4.397577 -2.278224 5.415280 -0.033 -0.022 -0.065 -0.429
C -5.272176 -3.360949 5.442891 0.029 0.026 -0.111 -0.398
C -5.841610 -3.825735 4.260041 0.098 0.097 0.012 -0.482
C -5.540541 -3.203631 3.051481 0.032 0.018 0.049 -0.378
C -4.673011 -2.115220 3.025150 -0.003 -0.049 0.120 -0.312
H -3.420189 -0.807200 4.186512 -0.068 -0.065 0.006 0.426
H -3.948367 -1.920010 6.336492 -0.059 -0.033 -0.095 0.371
H -5.509585 -3.843306 6.385640 0.033 0.043 -0.092 0.366
H -6.519900 -4.672990 4.280819 0.053 0.089 0.003 0.392
H -5.983289 -3.567156 2.129015 0.048 0.051 0.087 0.433
H -4.442663 -1.626682 2.083627 -0.018 -0.053 0.060 0.373
C -5.338749 8.817056 3.143273 -0.008 -0.109 0.007 -0.411
C -4.386297 8.163738 2.365964 -0.057 -0.058 0.070 -0.375
C -4.356278 6.772670 2.323682 -0.086 -0.006 0.049 0.060
C -5.285895 6.034231 3.051729 0.002 0.152 0.010 -0.545
C -6.240731 6.687579 3.826116 0.060 0.035 -0.035 -0.345
C -6.264844 8.078690 3.875626 0.084 -0.046 -0.081 -0.416
H -5.359688 9.901781 3.178643 0.000 -0.107 -0.003 0.353
H -3.665827 8.739573 1.792893 -0.062 -0.068 0.049 0.354
H -3.609269 6.263640 1.722712 -0.125 0.072 0.045 0.263
H -5.265722 4.949550 3.015037 -0.003 0.103 0.003 0.365
H -6.966465 6.111719 4.392403 0.079 0.065 -0.055 0.353
H -7.005777 8.587594 4.483650 0.063 -0.047 -0.061 0.351
```
Positions in Å, forces in eV/Å.

Lowest unoccupied orbital energy in eV: -0.100
HOMO energy in Ha: -0.2980
Electronic energy in Ha: -8624.62586
Spin multiplicity: 1
Gap between HOMO and LUMO in eV: 8.01



No. 2
A structure of composition C42H54Ge2N5O4PbSbSe4. Source: OMol25; level of theory: ωB97M-V/def2-TZVPD.

The geometry in XYZ format:
```
113
Properties=species:S:1:pos:R:3:forces:R:3:mulliken_charge:R:1
Pb 0.132934 -0.269453 -0.566087 -0.092 -0.775 0.149 -0.163
C 2.159053 0.487905 2.273778 -0.137 -0.080 -0.075 -0.963
N 0.921370 1.014115 2.843198 0.066 0.003 0.196 1.233
C 1.249904 2.103865 3.759741 0.067 -0.126 -0.066 -1.288
C 0.163868 -0.039537 3.534989 -0.001 0.051 -0.157 -1.248
C -0.484239 -0.997685 2.561475 0.071 0.087 -0.069 0.330
C 0.116733 -2.227234 2.316858 0.106 -0.139 0.109 -0.276
C -0.393319 -3.104030 1.369780 0.077 -0.150 0.082 -0.828
C -1.541348 -2.768958 0.666428 -0.020 0.025 -0.053 -0.701
C -2.176141 -1.565166 0.940921 -0.149 -0.086 0.095 -0.134
C -1.656064 -0.656900 1.868380 -0.115 0.173 0.009 0.031
H 2.878322 0.185348 3.046511 0.015 -0.026 0.038 0.368
H 2.632864 1.243990 1.644003 0.012 0.016 0.062 0.062
H 1.946567 -0.386136 1.656193 0.112 0.028 0.039 0.230
H 2.024218 1.811004 4.484307 -0.013 0.012 0.022 0.393
H 0.368476 2.417440 4.317717 -0.004 0.019 -0.025 0.401
H 1.622605 2.958947 3.190682 0.034 -0.007 0.019 0.215
H -0.605993 0.456319 4.131562 0.025 -0.047 0.042 0.244
H 0.809236 -0.607408 4.221320 -0.011 0.035 0.073 0.589
H 1.011924 -2.501834 2.866686 0.008 -0.042 -0.072 0.419
H 0.101570 -4.049234 1.190062 0.105 0.011 -0.026 0.644
H -1.941395 -3.440359 -0.084143 0.000 -0.015 0.045 0.412
H -3.108669 -1.324213 0.440377 0.037 -0.041 -0.042 0.490
C -3.361054 3.107238 -3.176350 0.070 -0.061 0.064 -1.490
C -2.088917 2.361927 -2.762184 0.070 -0.212 -0.055 0.290
Ge -2.263576 0.683669 -1.657615 -0.539 0.406 -0.131 0.412
C -3.255410 -0.702203 -2.729703 0.253 0.115 0.012 -0.328
C -4.332096 -0.203559 -3.696275 0.078 -0.043 0.159 -1.376
C -3.757465 1.227189 -0.444828 0.207 -0.027 0.111 -1.348
C -4.078340 1.194454 0.858527 -0.082 -0.007 0.067 1.007
Ge -2.910270 0.768154 2.401923 -0.051 -0.138 0.063 0.280
C -3.758249 -0.273902 3.872722 -0.144 0.266 -0.108 -0.911
C -5.020221 0.176129 4.610642 0.107 0.020 -0.005 -1.249
C -2.142925 2.491965 3.034979 -0.057 -0.158 0.079 0.546
C -2.373484 2.759163 4.524605 0.028 -0.009 -0.093 -1.731
C -5.451798 1.636924 1.253334 -0.020 0.111 -0.067 0.142
C -5.644700 2.513405 2.322275 0.035 0.003 -0.054 0.037
C -6.910553 2.973221 2.653546 0.013 -0.001 0.045 -0.901
C -8.014449 2.561182 1.921629 -0.036 -0.015 -0.013 -0.530
C -7.844207 1.670103 0.870599 0.015 0.009 0.005 -0.847
C -6.577416 1.209432 0.543035 0.054 -0.022 0.087 -0.324
H -3.111996 4.045790 -3.677422 -0.034 0.005 -0.002 0.425
H -3.980236 3.351581 -2.311254 0.013 0.027 -0.048 0.256
H -3.968419 2.517414 -3.863225 -0.027 0.056 0.048 0.266
H -1.451506 3.035828 -2.181056 0.039 -0.024 -0.015 0.261
H -1.508045 2.101102 -3.656271 -0.027 0.130 0.056 -0.006
H -3.717852 -1.360130 -1.990460 0.042 -0.047 0.039 0.542
H -2.531149 -1.323088 -3.262704 -0.125 -0.024 0.029 0.386
H -5.088451 0.384613 -3.171564 0.011 0.020 -0.086 0.286
H -4.837017 -1.045477 -4.175051 -0.025 0.034 -0.028 0.384
H -3.916626 0.424169 -4.488912 -0.078 -0.007 0.024 0.186
H -4.551906 1.644983 -1.070878 -0.050 -0.109 -0.031 0.547
H -2.946005 -0.410875 4.593943 0.045 -0.059 -0.036 0.302
H -3.929494 -1.256163 3.426194 0.046 -0.018 -0.014 0.630
H -4.868518 1.111958 5.153155 -0.025 -0.023 -0.054 0.238
H -5.303557 -0.582293 5.344546 -0.023 0.043 0.000 0.423
H -5.861330 0.316076 3.934371 -0.024 0.001 -0.021 0.277
H -2.598667 3.288763 2.439675 0.021 -0.035 -0.025 0.835
H -1.076502 2.488821 2.804454 -0.113 -0.020 0.068 -0.366
H -3.436279 2.868297 4.748753 0.040 0.003 0.036 0.383
H -1.871735 3.676518 4.841430 -0.019 -0.011 0.028 0.438
H -1.996226 1.943262 5.146753 -0.021 0.039 0.004 0.307
H -4.785649 2.853977 2.891054 -0.085 0.005 0.014 0.340
H -7.039859 3.646887 3.492629 0.035 0.016 -0.058 0.413
H -9.002304 2.926863 2.173239 0.025 -0.035 0.007 0.402
H -8.702328 1.327893 0.304865 0.018 0.000 0.021 0.404
H -6.456211 0.488949 -0.256839 0.027 0.031 -0.027 0.448
O 3.710478 6.221966 0.606507 -0.066 -0.119 0.006 -0.600
N 4.207463 5.589613 -0.305972 0.150 0.265 0.051 1.010
O 5.179176 5.956835 -0.932702 -0.093 -0.087 -0.040 -0.618
C 3.620794 4.284938 -0.659879 -0.013 -0.341 -0.115 -0.337
C 4.420534 3.453406 -1.360700 0.136 0.215 0.099 -0.720
C 3.994244 2.150312 -1.734951 -0.175 -0.094 0.073 1.594
C 4.821039 1.270775 -2.458388 -0.006 -0.016 -0.045 -0.566
C 4.345636 0.034173 -2.790827 0.116 0.029 -0.044 -1.581
C 3.038747 -0.306165 -2.420626 -0.181 -0.070 0.120 -0.701
N 2.243331 0.504514 -1.745891 0.123 0.349 -0.157 0.916
C 2.714457 1.717305 -1.371638 0.145 -0.139 -0.134 -0.895
C 1.865398 2.589177 -0.591755 -0.058 0.226 0.079 -0.660
N 0.656966 2.114065 -0.216024 0.107 0.483 -0.286 1.247
C -0.187527 2.905269 0.416532 0.014 -0.364 -0.085 -0.015
C 0.126983 4.218033 0.746990 0.014 0.175 0.007 -1.588
C 1.366050 4.711414 0.427015 -0.058 -0.111 0.033 -0.722
C 2.292076 3.892395 -0.251508 -0.059 0.076 0.052 0.977
H 5.411666 3.787099 -1.633933 0.006 0.005 -0.007 0.588
H 5.824698 1.578425 -2.725440 -0.019 -0.001 -0.002 0.473
H 4.952184 -0.685329 -3.320876 -0.017 -0.029 0.041 0.635
H 2.628749 -1.280667 -2.668382 0.058 -0.015 0.049 0.650
H -1.154151 2.475812 0.666412 0.101 0.070 -0.092 -0.173
H -0.603025 4.838110 1.249103 0.014 -0.034 0.018 0.553
H 1.630565 5.716891 0.699600 0.037 0.064 -0.020 0.576
Se 5.555285 -2.147660 -0.231215 -0.217 -0.163 0.032 -0.555
Sb 4.032589 -3.980219 0.127506 -0.269 0.040 -0.220 0.532
Se 3.433640 -4.888440 2.263478 0.010 0.170 -0.286 -0.564
Se 3.746049 -5.541397 -1.879521 0.430 -0.113 0.244 -0.393
Se 2.061787 -3.888185 -1.571328 -0.094 0.236 0.251 -0.006
O -0.662528 -2.447193 -4.686921 -0.012 -0.146 0.033 -0.515
C -0.168366 -1.534324 -3.874466 -0.012 0.269 0.007 -0.811
O 0.177986 -1.810584 -2.745675 -0.057 0.248 -0.030 -0.719
C -0.043044 -0.140035 -4.485500 0.011 -0.297 -0.174 3.155
N -1.072378 0.038309 -5.511415 0.072 0.004 0.030 -0.516
C -0.522765 0.914996 -6.550804 0.066 -0.069 0.033 -0.801
C 0.899811 0.390457 -6.697679 -0.034 -0.010 0.053 -0.734
C 1.297878 -0.008544 -5.263094 -0.008 0.025 -0.039 -0.487
H -0.091642 0.587136 -3.671002 0.002 -0.009 0.014 -1.383
H -1.943054 0.384146 -5.124993 0.015 -0.026 0.029 0.130
H -0.992968 -1.952674 -5.465476 -0.051 0.090 -0.132 0.544
H -0.511359 1.967643 -6.241792 -0.031 0.001 0.025 0.286
H -1.107614 0.827068 -7.464973 -0.008 0.033 -0.004 0.453
H 1.570235 1.138321 -7.117192 0.020 -0.031 -0.010 0.391
H 0.911687 -0.480174 -7.354444 -0.017 0.014 0.019 0.301
H 1.923214 0.752805 -4.799063 -0.025 -0.007 0.020 0.227
H 1.855047 -0.945612 -5.249721 0.049 0.038 0.016 0.274
```
Positions in Å, forces in eV/Å.

Lowest unoccupied orbital energy in eV: -1.727
HOMO energy in Ha: -0.2547
Electronic energy in Ha: -16400.19343
Spin multiplicity: 1
Gap between HOMO and LUMO in eV: 5.20